Density functional theory data (ωB97M-V/def2-TZVPD) for a molecular structure, C47H40BrF5N6O9Sn.

Cartesian coordinates (Å):
Sn1 -0.094 0.230 -0.053
C1 -2.956 -5.323 -1.579
C2 -2.330 -4.711 -0.504
C3 -1.626 -3.529 -0.688
C4 -1.559 -2.958 -1.950
C5 -2.194 -3.562 -3.034
C6 -2.886 -4.745 -2.844
N1 -0.827 -1.734 -2.050
N2 -0.637 -1.333 -3.209
C7 0.073 -0.115 -3.303
C8 0.663 0.261 -4.597
C9 1.368 1.383 -4.428
C10 1.215 1.828 -2.995
C11 2.528 2.025 -2.221
C12 0.366 0.771 -2.318
H1 -3.515 -6.239 -1.433
H2 -2.406 -5.128 0.491
H3 -1.169 -3.018 0.146
H4 -2.138 -3.092 -4.006
H5 -3.383 -5.217 -3.684
H6 0.553 -0.314 -5.507
H7 1.938 1.918 -5.176
H8 0.633 2.756 -3.029
H9 2.343 1.876 -1.157
Br1 7.573 -0.155 -2.537
C13 5.767 -0.760 -2.572
C14 5.154 -0.969 -3.796
N3 3.892 -1.375 -3.891
C15 3.207 -1.547 -2.761
C16 3.753 -1.375 -1.492
C17 5.080 -0.987 -1.395
C18 2.928 -1.583 -0.231
O1 3.402 -2.305 0.641
O2 1.830 -0.950 -0.235
H10 5.697 -0.803 -4.720
H11 2.167 -1.835 -2.858
H12 5.536 -0.855 -0.423
C19 3.492 8.090 -2.760
O3 2.911 6.937 -2.194
C20 3.524 5.728 -2.448
C21 4.825 5.623 -2.899
C22 5.365 4.357 -3.091
C23 4.593 3.239 -2.859
C24 3.266 3.318 -2.424
C25 2.738 4.591 -2.185
N4 1.447 4.903 -1.697
C26 0.537 4.194 -1.032
C27 -0.643 4.741 -0.547
C28 -0.894 6.148 -0.505
C29 -2.061 6.655 -0.043
C30 -3.085 5.754 0.398
C31 -2.907 4.416 0.384
C32 -1.659 3.803 -0.068
O4 -1.520 2.577 -0.070
H13 4.473 8.304 -2.327
H14 2.822 8.915 -2.529
H15 3.593 7.987 -3.844
H16 5.418 6.505 -3.091
H17 6.390 4.251 -3.421
H18 5.012 2.254 -3.021
H19 3.194 1.214 -2.518
H20 1.259 5.891 -1.775
H21 0.700 3.138 -0.878
H22 -0.118 6.843 -0.813
H23 -2.220 7.724 0.010
H24 -4.025 6.163 0.753
H25 -3.682 3.732 0.707
O5 -0.584 -0.062 3.099
C33 -0.003 -0.424 4.086
C34 0.745 -1.737 4.160
C35 0.052 -2.611 5.227
C36 -1.471 -2.388 5.348
C37 -1.891 -1.245 6.288
C38 -1.550 0.163 5.788
N5 -0.162 0.232 5.318
H26 1.798 -1.578 4.398
H27 0.692 -2.191 3.172
H28 0.513 -2.442 6.207
H29 0.239 -3.658 4.981
H30 -1.929 -3.308 5.719
H31 -1.897 -2.235 4.350
H32 -1.407 -1.400 7.263
H33 -2.970 -1.308 6.464
H34 -1.704 0.900 6.580
H35 -2.186 0.442 4.947
H36 0.466 -0.149 6.013
O6 -3.178 -2.823 2.370
C39 -3.059 -1.689 1.866
O7 -2.361 -1.317 0.899
C40 -3.856 -0.558 2.547
C41 -3.697 0.762 2.139
C42 -4.384 1.790 2.777
C43 -5.245 1.515 3.826
C44 -5.389 0.192 4.220
C45 -4.708 -0.846 3.604
N6 -6.290 -0.107 5.340
O8 -6.342 -1.249 5.755
O9 -6.956 0.806 5.807
H37 -3.008 0.972 1.330
H38 -4.234 2.816 2.466
H39 -5.787 2.293 4.342
H40 -4.816 -1.872 3.923
F1 2.278 3.270 0.575
C46 1.684 2.072 1.099
F2 0.925 2.553 2.156
C47 2.899 1.428 1.758
F3 3.537 2.219 2.664
F4 3.830 1.110 0.832
F5 2.574 0.307 2.411

Values from the calculation:
orbital gap: 5.636 eV
HOMO energy: -0.0839 hartree
F_max: 0.6 eV/A
total charge: -2